(1)
DFT (wB97M-V/def2-TZVPD) results for C12H20N6S as an isolated structure.

Structure (XYZ):
```
39
C12H20N6S, DFT wB97M-V/def2-TZVPD
N 3.58 -3.00 1.12
C 2.68 -1.81 1.25
C 1.80 -1.56 -0.07
C 2.46 -0.47 -1.04
C 1.25 0.33 -1.73
C 0.55 1.31 -0.71
C 1.50 2.25 0.05
C 1.05 3.24 1.03
C -0.43 3.28 1.30
N -0.95 4.18 2.22
S -2.59 3.79 2.12
N -2.68 2.55 1.00
C -1.38 2.33 0.56
C -0.91 1.33 -0.48
C -1.90 0.40 -1.26
C -2.47 -0.82 -0.42
N -2.73 -0.51 1.01
N -1.67 -2.05 -0.54
N -3.81 -1.15 -1.04
H 3.55 -3.31 0.14
H 4.53 -2.68 1.34
H 1.95 -1.98 2.10
H 3.29 -0.89 1.49
H 0.82 -1.17 0.29
H 1.62 -2.51 -0.65
H 3.01 -1.04 -1.85
H 3.15 0.22 -0.49
H 1.68 0.98 -2.54
H 0.54 -0.40 -2.20
H 2.60 2.19 -0.15
H 1.81 3.90 1.51
H -1.40 0.06 -2.21
H -2.79 1.01 -1.59
H -3.50 0.16 1.10
H -3.10 -1.38 1.42
H -0.71 -1.85 -0.83
H -1.72 -2.62 0.31
H -4.21 -1.97 -0.58
H -4.44 -0.35 -0.99
```

Electronic energy in Eh: -1195.8903
Kohn-Sham gap in eV: 7.791
HOMO in eV: -8.581
E_LUMO in eV: -0.790


(2)
DFT (wB97M-V/def2-TZVPD) results for C15H21N3O3S as an isolated structure.

Structure (XYZ):
```
43
C15H21N3O3S, DFT wB97M-V/def2-TZVPD
C -3.64 -4.15 0.48
C -2.78 -3.24 -0.56
C -1.81 -2.23 0.17
C -1.15 -1.44 -0.78
N -0.30 -0.69 -0.20
C 0.88 -0.91 0.43
N 1.41 0.08 1.11
N 0.59 1.24 0.78
C -0.53 0.82 0.23
C -1.60 1.57 0.09
C -1.69 3.20 0.06
O -2.98 3.55 -0.28
C -3.67 2.21 -0.36
C -2.98 1.32 -0.05
H -3.43 0.23 -0.21
H -4.81 2.55 -0.29
C -0.48 3.80 0.23
H -0.45 4.51 -0.65
H 0.50 3.53 0.31
H -0.74 4.70 1.12
S 1.64 -2.37 0.05
C 3.26 -1.73 0.66
C 3.70 -0.48 -0.26
O 3.26 -0.35 -1.27
O 4.52 0.37 0.12
C 4.95 1.47 -0.26
C 3.75 2.27 -0.14
H 4.11 3.59 -0.52
H 3.32 2.50 1.00
H 2.93 2.09 -0.68
H 5.76 1.89 0.25
H 5.10 1.24 -1.42
H 4.06 -2.62 0.24
H 3.45 -1.74 1.54
H -1.92 -0.88 -1.36
H -0.54 -1.82 -1.39
H -1.23 -2.92 0.58
H -2.52 -1.70 1.19
H -2.39 -3.79 -1.26
H -3.76 -2.50 -1.02
H -4.29 -4.87 0.00
H -3.14 -4.71 1.18
H -4.37 -3.62 1.14
```

ΔE to the lowest compared entry with this formula, charge and spin in kJ/mol: 1820.5
Electronic energy in Eh: -1371.7246
Kohn-Sham gap in eV: 7.604
HOMO in eV: -7.229
E_LUMO in eV: 0.374


(3)
DFT (wB97M-V/def2-TZVPD) results for C27H31N4O2PPdS2Se as an isolated structure.

Structure (XYZ):
```
69
C27H31N4O2PPdS2Se, DFT wB97M-V/def2-TZVPD
Pd -0.19 -0.38 0.71
C 3.27 2.41 -0.18
C 1.86 1.92 0.09
N 1.66 0.69 0.41
N 2.80 -0.10 0.60
C 2.63 -1.34 0.83
S 1.16 -2.29 0.80
S 4.09 -2.28 1.17
C 5.11 -1.05 2.03
C 4.42 -0.36 3.19
C 3.73 -1.09 4.15
C 3.12 -0.44 5.21
C 3.17 0.94 5.32
C 3.87 1.67 4.36
C 4.49 1.02 3.30
C 0.77 2.88 -0.04
C 1.12 4.23 -0.28
C 0.20 5.22 -0.51
C -1.16 4.88 -0.51
C -1.55 3.60 -0.22
C -0.62 2.56 0.03
O -1.14 1.39 0.29
H 3.96 1.57 -0.21
H 3.60 3.10 0.60
H 3.31 2.94 -1.13
H 5.46 -0.32 1.30
H 5.97 -1.63 2.38
H 3.66 -2.17 4.06
H 2.58 -1.02 5.96
H 2.67 1.45 6.13
H 3.92 2.75 4.44
H 5.02 1.59 2.55
H 2.16 4.51 -0.27
H 0.52 6.23 -0.71
H -1.91 5.64 -0.73
H -2.60 3.32 -0.19
C -0.38 -3.37 -2.89
P -0.18 -1.60 -2.66
C -0.77 -0.80 -4.16
C 1.60 -1.31 -2.65
O -0.91 -1.10 -1.45
H 0.17 -3.72 -3.76
H -1.44 -3.60 -3.01
H -0.01 -3.86 -1.99
H -0.29 -1.22 -5.05
H -0.54 0.26 -4.09
H -1.85 -0.93 -4.23
H 2.00 -1.38 -3.66
H 2.08 -2.04 -2.01
H 1.78 -0.31 -2.25
C -1.55 -3.35 2.61
N -2.30 -2.32 1.93
C -1.96 -0.98 1.85
Se -0.84 -0.07 3.10
N -2.98 -0.38 1.16
C -3.91 -1.31 0.74
C -5.08 -1.19 0.01
C -5.83 -2.35 -0.20
C -5.41 -3.57 0.32
C -4.23 -3.69 1.05
C -3.50 -2.54 1.25
H -0.81 -2.87 3.24
H -1.04 -3.99 1.88
H -2.22 -3.95 3.22
H -2.89 0.59 0.86
H -5.39 -0.23 -0.39
H -6.75 -2.29 -0.76
H -6.02 -4.46 0.15
H -3.91 -4.65 1.44
```

ΔE to the lowest compared entry with this formula, charge and spin in kJ/mol: 82.8
Electronic energy in Eh: -5084.0812
Kohn-Sham gap (alpha / beta) in eV: 6.113 / 6.113
HOMO (alpha / beta) in eV: -6.845 / -6.845
E_LUMO (alpha / beta) in eV: -0.732 / -0.732


(4)
DFT (wB97M-V/def2-TZVPD) results for C32H51N2O2PdSe as an isolated structure.

Structure (XYZ):
```
89
C32H51N2O2PdSe, DFT wB97M-V/def2-TZVPD
Pd 0.11 1.37 -1.38
C -4.86 -2.47 2.89
C -3.57 -1.69 3.16
C -2.47 -2.69 3.55
C -3.83 -0.74 4.34
C -3.12 -0.89 1.95
C -1.97 -0.12 2.01
C -1.55 0.60 0.91
Se 0.08 1.64 1.05
C 1.55 0.38 0.94
C 1.81 -0.42 2.05
C 2.84 -1.34 2.01
C 3.57 -1.40 0.82
C 3.33 -0.63 -0.31
C 2.32 0.35 -0.24
O 2.07 1.23 -1.23
C 4.24 -0.83 -1.54
C 5.49 0.04 -1.36
C 3.57 -0.46 -2.87
C 4.66 -2.30 -1.67
C 3.18 -2.26 3.18
C 2.27 -2.02 4.38
C 4.63 -2.03 3.61
C 3.00 -3.72 2.73
C -2.26 0.64 -0.31
O -1.87 1.46 -1.31
C -3.39 -0.18 -0.40
C -3.80 -0.89 0.73
C -4.19 -0.23 -1.71
C -5.25 -1.35 -1.68
C -3.28 -0.50 -2.91
C -4.92 1.11 -1.89
H -5.15 -3.03 3.78
H -5.69 -1.81 2.63
H -4.73 -3.20 2.08
H -2.79 -3.29 4.41
H -2.26 -3.37 2.72
H -1.54 -2.18 3.81
H -4.14 -1.31 5.22
H -2.93 -0.18 4.61
H -4.61 -0.02 4.09
H -1.38 -0.08 2.92
H 1.18 -0.31 2.92
H 4.37 -2.13 0.78
H 5.23 1.10 -1.28
H 6.03 -0.24 -0.45
H 6.17 -0.08 -2.21
H 3.40 0.61 -2.96
H 4.23 -0.77 -3.69
H 2.62 -0.97 -2.99
H 5.30 -2.63 -0.85
H 3.79 -2.96 -1.72
H 5.24 -2.43 -2.58
H 2.36 -0.99 4.75
H 1.22 -2.21 4.14
H 2.55 -2.69 5.20
H 4.78 -1.00 3.93
H 4.88 -2.69 4.45
H 5.33 -2.24 2.80
H 1.97 -3.91 2.42
H 3.65 -3.97 1.89
H 3.24 -4.40 3.56
H -4.69 -1.50 0.64
H -4.80 -2.32 -1.47
H -6.02 -1.16 -0.94
H -5.73 -1.40 -2.66
H -2.66 -1.38 -2.74
H -3.89 -0.69 -3.80
H -2.63 0.35 -3.12
H -5.61 1.29 -1.06
H -4.21 1.93 -1.93
H -5.50 1.10 -2.82
N 0.36 5.87 -3.23
C -0.92 5.14 -3.57
C -0.97 3.83 -2.79
N 0.22 3.01 -3.00
C 1.47 3.72 -2.75
C 1.58 5.02 -3.53
H 0.35 6.09 -2.23
H 0.41 6.75 -3.73
H -0.90 4.97 -4.65
H -1.76 5.79 -3.33
H -1.86 3.27 -3.06
H -1.05 4.03 -1.72
H 0.22 2.59 -3.93
H 2.32 3.08 -2.98
H 1.53 3.92 -1.67
H 1.58 4.85 -4.60
H 2.46 5.59 -3.24
```

ΔE to the lowest compared entry with this formula, charge and spin in kJ/mol: 73.9
Electronic energy in Eh: -4039.0100
Kohn-Sham gap in eV: 6.376
HOMO in eV: -9.717
E_LUMO in eV: -3.341
Total charge: +1


(5)
DFT (wB97M-V/def2-TZVPD) results for one molecule with the formula C3H9N5.

Structure (XYZ):
```
17
C3H9N5, DFT wB97M-V/def2-TZVPD
C -0.43 2.13 0.13
N 0.13 0.80 0.20
C 0.54 -1.49 -0.42
C -0.15 -0.20 -0.73
N 0.82 0.42 1.37
N -0.70 -1.90 0.27
N 1.40 -2.14 -1.04
N -0.72 -0.06 -1.87
H 1.79 0.75 1.33
H 0.37 0.81 2.19
H -0.96 -2.88 0.24
H -1.17 -1.43 1.03
H 1.47 -3.12 -0.81
H -0.66 0.88 -2.25
H 0.35 2.86 -0.11
H -1.21 2.18 -0.62
H -0.87 2.40 1.10
```

SMILES: [H]/N=C(N)/C(=N/[H])N(C)N
ΔE to the lowest compared entry with this formula, charge and spin in kJ/mol: 356.4
Electronic energy in Eh: -393.3778
Kohn-Sham gap in eV: 8.887
HOMO in eV: -8.218
E_LUMO in eV: 0.670


(6)
DFT (wB97M-V/def2-TZVPD) results for C4H7NO as an isolated structure.

Structure (XYZ):
```
13
C4H7NO, DFT wB97M-V/def2-TZVPD
C 1.03 -0.92 1.33
N -0.37 -0.65 1.64
C 0.00 -0.98 0.27
C -0.02 0.06 -0.80
C -0.81 1.29 -0.58
O 0.50 1.38 -0.48
H 1.73 -0.09 1.30
H 1.43 -1.84 1.75
H -0.53 0.36 1.73
H -0.36 -1.95 -0.07
H 0.28 -0.25 -1.79
H -1.31 1.67 -2.51
H -1.58 1.91 -1.78
```

ΔE to the lowest compared entry with this formula, charge and spin in kJ/mol: 641.0
Electronic energy in Eh: -286.3875
Kohn-Sham gap in eV: 9.782
HOMO in eV: -9.355
E_LUMO in eV: 0.427


(7)
DFT (wB97M-V/def2-TZVPD) results for C5H14NO3 as an isolated structure.

Structure (XYZ):
```
23
C5H14NO3, DFT wB97M-V/def2-TZVPD
C -0.86 0.37 2.76
N -0.44 1.17 1.63
C 0.01 0.35 0.49
C 0.63 1.24 -0.58
C 1.31 0.40 -1.64
O -0.35 2.12 -1.14
C -1.07 -0.63 -0.04
O -0.67 -1.96 0.03
H -1.69 0.82 3.30
H -1.04 -0.69 2.55
H -0.04 0.31 3.48
H -1.20 1.76 1.32
H 0.77 -0.27 0.90
H 1.39 1.83 -0.07
H 1.96 -0.31 -1.15
H 0.63 -0.30 -2.07
H 1.90 0.91 -2.40
H -0.83 1.62 -1.80
H -1.33 -0.35 -1.08
H -1.95 -0.57 0.60
H 1.56 -3.42 -0.74
H 0.28 -2.31 -0.64
O 1.34 -2.60 -1.20
```

ΔE to the lowest compared entry with this formula, charge and spin in kJ/mol: 92.9
Electronic energy in Eh: -479.3761
Kohn-Sham gap in eV: 7.574
HOMO in eV: -3.832
E_LUMO in eV: 3.742
Total charge: -1


(8)
DFT (wB97M-V/def2-TZVPD) results for C21H21N6NiO2S as an isolated structure.

Structure (XYZ):
```
52
C21H21N6NiO2S, DFT wB97M-V/def2-TZVPD
Ni -0.19 -0.03 0.05
N -3.98 -2.07 -0.63
C -2.97 -1.17 -0.31
S -1.95 -1.59 1.04
N -2.96 -0.08 -1.02
N -1.95 0.77 -0.58
C -2.14 2.02 -0.70
C -1.25 3.03 -0.15
C -1.43 4.36 -0.58
C -0.70 5.41 -0.05
C 0.23 5.12 0.95
C 0.42 3.84 1.41
C -0.30 2.74 0.87
O -0.11 1.55 1.35
H -3.82 -3.01 -0.34
H -4.38 -1.94 -1.55
H -3.06 2.35 -1.20
H -2.18 4.55 -1.34
H -0.86 6.42 -0.41
H 0.81 5.93 1.38
H 1.14 3.62 2.18
N 1.51 -0.65 1.58
C 2.91 -0.45 1.43
C 3.73 -0.84 2.49
C 5.09 -0.59 2.48
C 5.63 0.11 1.41
C 4.81 0.46 0.35
C 3.45 0.14 0.27
C 2.72 0.42 -1.02
C 3.53 0.46 -2.16
C 3.04 0.83 -3.40
C 1.70 1.16 -3.52
C 0.88 1.03 -2.41
C 1.33 0.64 -1.13
H 1.28 -1.07 2.47
H 1.06 0.28 1.58
H 3.27 -1.31 3.35
H 5.70 -0.89 3.32
H 6.68 0.38 1.40
H 5.25 1.02 -0.47
H 4.58 0.17 -2.10
H 3.70 0.84 -4.27
H 1.29 1.46 -4.47
H -0.18 1.22 -2.54
N 1.13 -3.13 -0.23
C 0.15 -2.89 -1.15
N -0.40 -3.99 -1.77
O -0.17 -1.76 -1.47
H 1.11 -4.01 0.26
H 1.36 -2.31 0.33
H -0.37 -4.87 -1.29
H -1.27 -3.77 -2.24
```

ΔE to the lowest compared entry with this formula, charge and spin in kJ/mol: 153.1
Electronic energy in Eh: -3198.4798
Kohn-Sham gap (alpha / beta) in eV: 6.725 / 6.837
2S+1: 3
HOMO (alpha / beta) in eV: -4.048 / -4.166
⟨S²⟩: 2.0066
E_LUMO (alpha / beta) in eV: 2.677 / 2.671
Total charge: -1


(9)
DFT (wB97M-V/def2-TZVPD) results for a 6-piece molecular cluster, C43H31BrO22 overall.

Structure (XYZ):
```
97
C43H31BrO22, DFT wB97M-V/def2-TZVPD
C 5.55 1.05 2.55
C 5.58 -0.39 1.73
Br 7.39 -1.26 2.05
C 4.40 -1.40 2.26
C 2.91 -0.71 1.93
C 2.74 0.18 0.56
C 1.24 0.85 0.30
C 0.02 0.58 1.36
C 0.21 -0.36 2.71
C 1.69 -1.00 3.00
C -1.12 -0.57 3.65
O -1.05 -1.42 4.68
C -2.54 0.18 3.33
C -2.72 1.05 2.09
C -1.44 1.27 1.07
O -1.59 2.06 -0.02
H 6.64 1.17 3.02
H 4.78 1.07 3.44
H 5.39 1.94 1.80
H 5.52 -0.13 0.59
H 4.46 -2.49 1.85
H 4.47 -1.41 3.45
H 3.57 0.38 -0.25
H 1.12 1.49 -0.69
H 1.81 -1.65 3.98
H -3.45 0.06 4.06
H -3.73 1.58 1.81
C -4.86 -2.36 -2.37
C -4.63 -1.21 -1.75
C -5.18 -0.94 -0.39
O -4.93 0.12 0.17
C -6.01 -1.98 0.24
C -6.24 -3.14 -0.39
C -5.67 -3.41 -1.73
O -5.89 -4.49 -2.28
O -7.02 -4.12 0.19
O -3.87 -0.21 -2.34
H -4.46 -2.57 -3.36
H -6.41 -1.77 1.22
H -7.04 -4.86 -0.46
H -3.85 0.52 -1.69
C -6.45 -0.85 5.68
C -6.61 -0.90 4.36
C -7.72 -1.69 3.75
O -7.85 -1.70 2.53
C -8.62 -2.43 4.64
C -8.46 -2.37 5.97
C -7.37 -1.57 6.58
O -7.26 -1.52 7.80
O -9.30 -3.07 6.82
O -5.76 -0.23 3.51
H -5.65 -0.28 6.14
H -9.41 -3.01 4.18
H -8.98 -2.87 7.72
H -6.08 -0.43 2.60
C 2.60 -0.29 -5.66
C 3.20 0.04 -4.52
C 2.43 0.56 -3.35
O 3.01 0.84 -2.31
C 0.98 0.72 -3.51
C 0.37 0.39 -4.66
C 1.14 -0.15 -5.81
O 0.56 -0.46 -6.84
O -0.99 0.55 -4.81
O 4.57 -0.08 -4.37
H 3.15 -0.67 -6.51
H 0.43 1.12 -2.66
H -1.19 0.24 -5.72
H 4.77 0.22 -3.46
C 9.31 -4.20 -4.62
C 9.25 -3.49 -5.75
C 8.33 -2.32 -5.88
O 8.31 -1.68 -6.92
C 7.47 -1.99 -4.74
C 7.53 -2.70 -3.61
C 8.46 -3.85 -3.46
O 8.51 -4.47 -2.41
O 6.72 -2.39 -2.53
O 10.03 -3.82 -6.84
H 9.97 -5.05 -4.51
H 6.80 -1.15 -4.85
H 6.95 -3.04 -1.83
H 9.81 -3.16 -7.53
C -2.04 6.68 2.02
C -1.14 7.67 1.98
C 0.04 7.60 1.08
O 0.84 8.53 1.05
C 0.22 6.39 0.26
C -0.68 5.40 0.31
C -1.88 5.48 1.19
O -2.69 4.56 1.20
O -0.52 4.26 -0.45
O -1.29 8.80 2.76
H -2.91 6.72 2.67
H 1.09 6.34 -0.37
H -1.29 3.69 -0.24
H -0.52 9.36 2.55
```

SMILES: C[C@@H](Br)Cc1ccc2c(c1)C(=O)C=CC2=O.O=C1C=C(O)C(=O)C=C1O.O=C1C=C(O)C(=O)C=C1O.O=C1C=C(O)C(=O)C=C1O.O=C1C=C(O)C(=O)C=C1O.O=C1C=C(O)C(=O)C=C1O
Electronic energy in Eh: -5885.9709
Kohn-Sham gap in eV: 7.112
HOMO in eV: -9.239
E_LUMO in eV: -2.126


Record-wise largest force on an atom values, in eV Å⁻¹: 4.83; 19.99; 1.26; 0.82; 5.50; 1.48; 1.46; 0.49; 8.08